{"formula": "C4H14N2O", "method": "wB97M-V/def2-TZVPD", "e_lumo_ev": [0.34, 0.34], "homo_lumo_gap_ev": [7.402, 7.404], "molar_mass_da": 106.17, "fmax_ev_per_a": 6.74, "charge": 0, "homo_ev": [-7.1, -7.1], "species": ["C", "C", "C", "N", "O", "H", "H", "H", "H", "H", "H", "H", "H", "H", "C", "N", "H", "H", "H", "H", "H"], "coordinates": [[-2.8094, -0.8449, -0.9299], [0.0961, 1.7156, 0.2660], [-0.0072, -0.4588, 1.4586], [-0.0804, 0.2739, 0.2080], [-2.1763, 0.2176, -0.2922], [-2.5492, -1.8144, -0.4744], [-3.8944, -0.6934, -0.8797], [-2.5079, -0.8715, -1.9913], [-0.7426, 2.1184, 0.8319], [0.9366, -0.2398, 1.9653], [0.0331, 2.1234, -0.7403], [1.0752, 1.9654, 0.6850], [-0.0328, -1.5240, 1.2452], [-0.8996, -0.2079, 2.0304], [2.6309, -0.3442, -0.1936], [1.3295, -0.4313, -0.8147], [1.3164, 0.2038, -1.6138], [-0.7361, -0.1721, -0.6694], [2.8986, 0.6633, 0.1763], [2.7039, -1.0482, 0.6375], [3.4154, -0.6312, -0.9051]]}



{"formula": "C4H14N2O", "method": "wB97M-V/def2-TZVPD", "smiles": "CN(C)CCN.O", "e_lumo_ev": 0.85, "homo_lumo_gap_ev": 10.179, "molar_mass_da": 106.17, "fmax_ev_per_a": 1.95, "charge": 0, "homo_ev": -9.3, "species": ["N", "C", "C", "N", "C", "C", "H", "H", "H", "H", "H", "H", "H", "H", "H", "H", "H", "H", "H", "H", "O"], "coordinates": [[0.3136, -2.6894, 1.5098], [-0.2585, -1.4345, 1.0781], [0.7150, -0.4011, 0.4892], [0.0116, 0.5484, -0.3858], [0.9569, 1.3205, -1.1936], [-0.6809, 1.4981, 0.5129], [0.9659, -3.0185, 0.8068], [0.9268, -2.5920, 2.3169], [-0.8120, -1.0092, 1.8998], [-1.0405, -1.5361, 0.3074], [1.5197, -0.9329, -0.0390], [1.3616, 0.1021, 1.2309], [1.1162, 2.3652, -0.8917], [1.9265, 0.8491, -1.3021], [0.5935, 1.4377, -2.2293], [-1.6433, 1.1486, 0.8762], [-0.9509, 2.3720, -0.0894], [-0.0650, 1.7969, 1.3745], [-1.3150, 0.4696, -2.6430], [-1.6721, -0.1862, -1.3489], [-1.9692, -0.1083, -2.2797]]}



{"formula": "C4H14N2O", "method": "wB97M-V/def2-TZVPD", "smiles": "CNCCNC.O", "e_lumo_ev": 0.74, "homo_lumo_gap_ev": 9.426, "molar_mass_da": 106.17, "fmax_ev_per_a": 2.86, "charge": 0, "homo_ev": -8.7, "species": ["C", "N", "C", "C", "N", "C", "H", "H", "H", "H", "H", "H", "H", "H", "H", "H", "H", "H", "H", "H", "O"], "coordinates": [[0.4844, -0.3439, -3.1400], [-0.5111, -0.9538, -2.1836], [-1.1274, 0.0779, -1.2977], [-0.3681, 0.1213, 0.0331], [-0.7420, -1.0340, 0.8621], [-0.0976, -0.7945, 2.1742], [1.4153, -0.3476, -2.5858], [0.5690, -1.1168, -3.9268], [0.0667, 0.5796, -3.5153], [-1.2835, -1.2646, -2.7740], [-2.1198, -0.2891, -1.0812], [-1.3663, 1.0547, -1.8327], [-0.6535, 0.9964, 0.6949], [0.7087, 0.2037, 0.0123], [-1.7754, -0.9665, 1.1433], [-0.5683, -1.2749, 3.0206], [-0.0211, 0.2857, 2.4383], [0.9596, -1.0983, 2.1602], [1.3634, 2.8543, 2.5284], [2.1578, 2.6553, 3.6921], [1.9824, 2.1881, 2.8627]]}



{"formula": "C4H14N2O", "method": "wB97M-V/def2-TZVPD", "e_lumo_ev": 0.99, "homo_lumo_gap_ev": 8.689, "molar_mass_da": 106.17, "fmax_ev_per_a": 3.29, "charge": 0, "homo_ev": -7.7, "species": ["C", "C", "C", "N", "N", "H", "H", "H", "H", "H", "H", "H", "H", "H", "H", "C", "O", "H", "H", "H", "H"], "coordinates": [[-0.9354, -0.1209, -1.2303], [-0.0610, 1.1500, 0.2097], [-0.9253, 0.9781, 1.4542], [-2.0943, 0.4881, -1.6631], [-1.0667, -1.3825, -0.7259], [-0.1037, -0.0253, -1.9203], [-1.9672, 1.4050, -2.0640], [-2.8729, 0.4578, -1.0173], [-1.8141, -1.5129, -0.0577], [-0.1521, -1.7534, -0.4180], [0.9488, 1.4819, 0.4766], [-0.3788, 2.0446, -0.3383], [-0.9270, 1.8571, 2.1079], [-1.9694, 0.7732, 1.1966], [-0.5918, 0.1183, 2.0391], [2.8360, -1.1297, 0.3374], [1.4494, -1.1979, 0.1307], [0.9854, -0.2188, 0.3022], [3.0967, -1.8950, 1.0820], [3.1752, -0.1469, 0.6915], [3.3680, -1.3706, -0.5929]]}



{"formula": "C4H14N2O", "method": "wB97M-V/def2-TZVPD", "smiles": "CCCNCN.O", "e_lumo_ev": 0.78, "homo_lumo_gap_ev": 9.413, "molar_mass_da": 106.17, "fmax_ev_per_a": 4.52, "charge": 0, "homo_ev": -8.6, "species": ["C", "C", "C", "N", "C", "N", "H", "H", "H", "H", "H", "H", "H", "H", "H", "H", "H", "H", "H", "H", "O"], "coordinates": [[-0.4163, -0.9085, -1.8759], [0.8870, -1.3916, -1.2441], [0.9106, -1.2723, 0.2938], [0.8771, 0.0573, 0.8304], [-0.4035, 0.4646, 1.4253], [-0.6365, 0.2148, 2.7972], [-1.2935, -1.4228, -1.4868], [-0.5826, 0.0945, -1.4497], [-0.3967, -0.8146, -2.9610], [1.6037, -0.5954, -1.7513], [1.4583, -2.2433, -1.6067], [0.1272, -1.9645, 0.5337], [1.8076, -1.8569, 0.6882], [1.6167, 0.4549, 1.3961], [-1.1175, 0.0373, 0.7328], [-0.4946, 1.5657, 1.2241], [-1.4992, -0.0136, 3.2489], [-0.1072, 0.8344, 3.3890], [-0.6640, 2.8879, -0.6249], [-0.8058, 3.3296, -2.0572], [-0.8709, 2.5425, -1.5020]]}



{"formula": "C4H14N2O", "method": "wB97M-V/def2-TZVPD", "smiles": "NCCCCN.O", "e_lumo_ev": 0.69, "homo_lumo_gap_ev": 9.396, "molar_mass_da": 106.17, "fmax_ev_per_a": 1.64, "charge": 0, "homo_ev": -8.7, "species": ["C", "N", "C", "C", "C", "N", "H", "H", "H", "H", "H", "H", "H", "H", "H", "H", "H", "H", "H", "H", "O"], "coordinates": [[-0.2597, -0.1202, 1.5132], [-1.2390, 0.9600, 1.3411], [0.0182, -0.9531, 0.2522], [0.5217, -0.1546, -0.9652], [1.7205, 0.7443, -0.6327], [2.7999, -0.0189, 0.0081], [0.6738, 0.3291, 1.8450], [-0.6696, -0.7886, 2.2687], [-2.0905, 0.6005, 0.9223], [-0.9053, 1.6505, 0.6750], [0.7494, -1.7154, 0.5188], [-0.9198, -1.4315, -0.0424], [0.8332, -0.9052, -1.6994], [-0.2616, 0.4610, -1.4023], [1.3451, 1.5031, 0.0573], [2.0769, 1.2466, -1.5359], [3.5328, 0.6225, 0.2478], [3.2073, -0.6486, -0.6815], [-3.1999, -0.9904, -1.1964], [-4.4345, -0.2386, -0.7118], [-3.4990, -0.1526, -0.7820]]}



> Which formula does entry 2 have?

C4H14N2O